[1]
Computed, not measured: 2 unconnected molecules or ions with the total composition C7H6N3O2S2 in a non-equilibrium geometry, with ωB97M-V/def2-TZVPD.

Last column: Löwdin charge in e.
Geometry (Å):
S: -1.1280 -3.1283 -1.0849  0.818
S: 3.6351 1.1001 -1.7809  1.020
O: 3.9025 1.5669 -0.4678  -0.361
O: 2.2564 0.5574 -1.8907  -0.487
N: 1.0294 -2.4448 -2.2335  0.075
N: 0.0820 -0.6619 -1.0827  0.092
N: 1.4833 -3.0465 -3.0583  0.399
C: -0.6844 0.0474 -0.0911  -0.171
C: -0.1564 1.2812 0.2344  -0.011
C: -2.0060 0.0717 1.9200  -0.056
C: -0.0103 -1.9132 -1.4241  -0.771
C: -1.6312 -0.5943 0.7921  -0.038
C: -0.4433 1.8791 1.4411  -0.041
C: -1.4116 1.3170 2.2359  -0.030
H: -2.8500 -0.2744 2.4084  0.094
H: -2.0954 -1.6546 0.8486  0.097
H: 0.5553 1.5445 -0.5080  0.090
H: -1.5457 1.7514 3.1704  0.096
H: 0.1381 2.6372 1.9082  0.115
H: 0.8803 -0.0359 -1.3373  0.070

Output
HOMO level (alpha / beta), eV: -12.38 / -12.38
E_tot, Eh: -1381.091761
Lowest unoccupied orbital energy (alpha / beta), eV: -6.2 / -6.2
Net charge: +1
Orbital gap (alpha / beta), eV: 6.2 / 6.2
Energy relative to the best compared isomer or geometry (same formula, charge and spin), kcal/mol: 2.7

[2]
Computed, not measured: a molecular structure, C7H6N3O3S in a non-equilibrium geometry, with ωB97M-V/def2-TZVPD.

Last column: Löwdin charge in e.
Geometry (Å):
S: -0.4886 2.5320 0.0385  0.617
O: -0.0468 -2.0566 -0.0176  -0.013
O: -4.1852 -0.4750 0.7623  -0.080
O: -2.2091 -2.1514 -0.1181  -0.020
N: -2.0573 2.0714 -0.0057  -0.413
N: 0.1117 0.4155 0.0800  -0.059
N: -1.1625 -1.5151 -0.0661  -0.384
C: -2.2502 0.7933 -0.0310  -0.377
C: -3.6699 0.2987 -0.3364  -0.194
C: -1.1778 -0.1555 -0.1041  -0.186
C: 1.2079 -0.0589 0.1437  -0.132
C: 2.5399 0.0179 0.0572  -0.030
C: 5.2231 0.1289 0.1228  -0.089
C: 3.7477 -0.0195 0.2485  -0.056
H: 5.6693 -0.3482 0.8735  0.015
H: -4.2579 1.1454 -0.3424  0.072
H: -3.6975 -0.1419 -1.3599  0.131
H: -4.0358 -1.3961 0.5385  0.048
H: 5.4414 -0.3043 -0.7989  0.058
H: 5.2976 1.2196 0.3151  0.094

Output
HOMO level, eV: -2.85
E_tot, Eh: -1058.273671
Lowest unoccupied orbital energy, eV: 3.0
Net charge: -1
Orbital gap, eV: 5.9
Energy relative to the best compared isomer or geometry (same formula, charge and spin), kcal/mol: 163.8

Q: Which value of energy relative to the best compared isomer or geometry (same formula, charge and spin) does entry 1 give?
A: 2.7 kcal/mol